No. 1
The following is a quantum chemistry calculation of 3 unconnected molecules or ions with the total composition C34H57F9N5O11S in a non-equilibrium geometry, from OMol25.

Summary:
* orbital gap: 0.29119 Ha
* charge: +1

Positions of all 117 atoms, in Å:
C1 -4.92429 0.32957 2.93738
C2 -3.46997 0.23491 2.11094
C3 -2.31596 0.19783 3.25112
C4 -0.77181 0.23995 2.79506
C5 -0.36158 1.19174 1.52571
S1 -0.77086 2.98065 1.87999
O1 -0.56833 3.95856 0.67132
O2 -2.24022 3.24751 2.34572
C6 0.30239 3.74611 3.26671
F1 1.70457 3.99157 2.84238
F2 0.15449 3.05222 4.56578
F3 -0.29612 5.11902 3.47261
C7 1.31524 1.12977 1.55487
N1 1.78499 2.05665 0.41404
C8 1.53717 1.22931 -0.81651
N2 2.55314 0.73307 -1.64742
C9 4.04432 1.05388 -1.41052
C10 4.79134 0.06589 -0.35161
N3 4.40186 0.24641 1.10244
C11 2.32236 -0.13978 -2.86828
C12 1.74024 -1.63763 -2.56821
C13 2.38907 -2.40918 -1.27917
C14 3.66690 -3.41030 -1.68288
N4 3.93226 -4.47807 -0.64437
C15 3.74741 -3.97953 0.77349
C16 3.08589 -5.71963 -0.86753
C17 3.78796 -6.94627 -1.73885
O3 1.84995 -5.92450 -0.40224
N5 0.08716 0.96957 -1.10149
C18 -0.49451 1.60136 -2.28994
C19 -1.55966 2.81600 -2.13675
O4 -1.11995 4.09124 -2.32715
O5 -3.01455 2.68310 -1.84432
C20 -3.70386 1.97724 -2.96326
C21 -3.92911 0.33116 -2.97248
O6 -4.19930 2.67548 -4.02179
C22 -0.78475 0.63195 0.04622
C23 -0.94195 -1.03591 -0.02114
O7 -1.67509 -1.29735 -1.30561
C24 -2.39369 -2.57863 -1.20621
C25 -1.44460 -3.90105 -1.02754
C26 -0.84479 -4.51189 -2.44446
H1 -5.21421 -0.76241 3.25550
H2 -4.79999 0.98297 3.92692
H3 -5.75981 0.86112 2.27330
H4 -3.47592 1.16299 1.39966
H5 -3.57488 -0.71806 1.44007
H6 -2.53364 1.07800 4.01281
H7 -2.48160 -0.80151 3.88324
H8 -0.39597 -0.88953 2.69521
H9 -0.14374 0.65923 3.72161
H10 1.74501 1.43466 2.59936
H11 1.66185 0.03628 1.22346
H12 2.76264 2.26226 0.64701
H13 4.18414 2.16575 -0.99783
H14 4.67425 1.03000 -2.41379
H15 4.73105 -1.07892 -0.58530
H16 5.95336 0.33862 -0.40378
H17 4.87157 -0.56682 1.60248
H18 4.94875 1.08463 1.46460
H19 3.33378 -0.30436 -3.48243
H20 1.58247 0.34850 -3.66810
H21 0.57258 -1.56838 -2.58013
H22 2.02728 -2.29834 -3.52143
H23 2.63130 -1.69750 -0.38269
H24 1.54873 -3.15748 -0.88034
H25 3.30460 -3.96410 -2.67478
H26 4.63477 -2.78722 -1.98916
H27 4.28508 -4.62546 1.59556
H28 2.60109 -3.91195 1.09049
H29 4.16307 -2.86920 0.91425
H30 3.92715 -6.55019 -2.83320
H31 3.16417 -7.95738 -1.69508
H32 4.83141 -7.16572 -1.21874
H33 -1.01280 0.76389 -2.96328
H34 0.39274 2.02492 -2.96837
H35 -4.05350 -0.09553 -1.86549
H36 -2.93830 -0.19040 -3.38268
H37 -4.86338 0.00310 -3.63929
H38 -1.91490 0.99224 -0.10282
H39 -1.63675 -1.47104 0.80856
H40 0.08269 -1.59226 0.04662
H41 -3.02057 -2.74012 -2.20501
H42 -3.21112 -2.59694 -0.33474
H43 -2.14796 -4.76209 -0.59231
H44 -0.56805 -3.79032 -0.25959
H45 -1.58985 -5.30472 -2.93558
H46 0.17137 -5.10409 -2.23816
H47 -0.62439 -3.65096 -3.20577
C27 -1.62403 3.50608 -6.01939
C28 -2.02899 2.17410 -6.62404
O8 -1.47543 2.02578 -7.93938
C29 -0.16394 1.63098 -8.00297
O9 0.53205 1.41144 -7.01502
C30 0.28106 1.46545 -9.45509
F4 -0.10366 2.50818 -10.24595
F5 -0.24094 0.34281 -10.02697
F6 1.63366 1.36760 -9.59099
H48 -1.90026 4.32964 -6.68432
H49 -2.10807 3.65414 -5.04969
H50 -0.54036 3.56188 -5.87626
H51 -3.11852 2.13854 -6.73132
H52 -1.74142 1.33202 -5.98225
C31 -0.02484 3.44216 8.01494
C32 -1.46744 2.97157 7.97990
O10 -1.63469 1.79135 8.77845
C33 -1.75446 1.98730 10.13017
O11 -1.72110 3.09208 10.66590
C34 -1.97517 0.65880 10.85161
F7 -1.12280 -0.31840 10.42818
F8 -3.23487 0.17320 10.65872
F9 -1.80510 0.74944 12.20085
H53 0.64986 2.63523 7.71443
H54 0.12044 4.29511 7.34568
H55 0.26826 3.74277 9.02572
H56 -1.73832 2.70232 6.95327
H57 -2.16023 3.76020 8.29897

Forces on the atoms, in the same order (eV/Å):
C 0.4 0.3 0.1
C -1.8 0.4 0.5
C -0.7 -0.2 0.6
C 0.2 -0.2 1.3
C 3.2 -2.5 0.8
S -6.3 6.1 -3.9
O 0.7 -4.3 4.0
O 5.4 -2.3 -0.5
C 0.8 3.4 2.6
F -4.5 -1.3 1.8
F 1.1 2.1 -4.3
F 2.2 -5.1 -0.8
C -1.2 -0.7 -0.6
N -0.3 -3.3 -1.3
C 0.4 0.6 -0.4
N -1.4 1.3 1.2
C 1.4 0.9 1.0
C 1.9 -0.1 -0.1
N 1.6 0.0 -0.1
C -0.5 -1.3 -2.3
C 0.3 -0.3 -0.6
C -1.0 -1.1 0.0
C -1.2 0.5 -1.4
N -1.6 -0.4 0.6
C -0.7 1.1 1.6
C -4.6 -2.2 0.9
C 0.2 0.6 0.9
O 7.2 1.9 -2.2
N 3.1 1.2 1.3
C -0.3 -0.3 -3.1
C 1.9 8.2 -0.7
O -3.0 -9.1 1.3
O 2.1 -2.0 -2.9
C -3.1 2.4 -6.0
C 0.5 -0.1 0.9
O 3.7 -4.4 7.6
C -2.7 -1.0 0.9
C -0.9 0.1 0.4
O 0.7 -1.0 2.1
C -0.9 -1.7 -0.3
C -0.5 -1.3 -0.3
C 0.3 -0.4 0.1
H 0.3 2.2 -0.6
H -0.2 -1.4 -2.2
H 1.8 -1.5 1.5
H 0.5 -1.6 1.5
H 0.6 1.6 1.3
H 0.5 -1.7 -1.8
H 0.4 2.1 -1.4
H -0.6 2.7 -0.4
H -1.4 -0.9 -2.0
H -0.7 -0.5 -2.2
H -0.9 2.2 1.5
H -0.2 -0.3 -0.8
H -0.6 -2.4 -0.9
H -1.9 -0.1 2.0
H -0.2 2.3 0.1
H -2.4 -0.5 -0.5
H -0.9 1.3 -0.7
H -1.0 -1.3 -0.5
H -2.1 0.8 1.9
H 1.6 -0.8 2.0
H 2.2 -0.3 0.5
H -0.7 1.6 1.9
H -0.4 -1.2 -1.8
H 1.8 1.6 -0.9
H 0.9 1.2 2.1
H -1.9 -1.4 1.0
H -1.0 1.0 -2.0
H 2.4 -0.3 -0.7
H -0.7 -2.5 -0.6
H -0.1 -0.9 2.1
H 1.1 2.6 -0.1
H -2.1 0.6 -1.3
H 0.9 1.7 1.5
H -2.2 -0.6 1.7
H 0.2 1.2 -2.4
H -2.2 1.3 0.8
H 2.2 1.2 1.5
H 2.6 -0.5 -0.2
H 1.4 1.1 -1.2
H -1.7 1.2 -0.4
H 1.5 0.6 2.0
H 1.9 0.4 -1.6
H 1.5 2.0 -0.8
H -1.7 0.1 -1.4
H 1.5 2.0 1.1
H -2.3 1.4 -0.4
H -0.4 -1.6 1.3
C 0.3 0.1 0.0
C -0.4 0.3 0.8
O 2.0 -0.8 -0.7
C -1.0 0.2 3.0
O -1.1 0.3 -2.4
C 0.9 -0.1 -2.7
F 0.2 -0.8 1.1
F 0.2 0.8 1.0
F -1.3 0.1 0.7
H -0.1 -0.1 0.1
H 0.0 0.0 -0.2
H -0.1 -0.1 0.0
H 0.3 -0.1 -0.3
H 0.2 0.1 -0.3
C 0.2 0.0 0.3
C 0.2 0.7 -0.4
O -0.4 -0.4 1.7
C 0.3 3.2 -1.0
O -0.1 -3.0 -0.9
C -0.3 -2.2 1.6
F -0.5 1.1 0.0
F 0.9 0.8 -0.1
F -0.1 0.4 -1.6
H -0.1 0.1 -0.1
H -0.1 -0.1 0.1
H -0.1 0.0 -0.2
H -0.1 -0.3 0.3
H 0.2 -0.3 0.1

=====

No. 2
The following is a quantum chemistry calculation of 3 unconnected molecules or ions with the total composition C34H57FN3O8S in a non-equilibrium geometry, from OMol25.

Summary:
* orbital gap (spin up / spin down): 0.19180 / 0.21543 Ha
* expectation value of S²: 2.01
* 2S+1: 3
* charge: +1

Positions of all 104 atoms, in Å:
C1 2.57821 -1.37867 -0.82944
C2 1.18632 -1.19713 -0.50534
C3 0.33350 -0.34272 -1.54013
C4 -0.01025 1.13999 -1.08505
C5 1.02670 1.75732 -0.07514
C6 0.82488 3.17008 0.50345
C7 1.88138 3.69636 1.55532
O1 1.51896 3.99500 2.70361
O2 3.25339 3.88828 1.20156
C8 -0.43301 3.97748 -0.00144
C9 -0.58918 5.43347 0.58182
C10 0.65628 6.42080 0.35548
C11 1.28525 6.41766 -1.10682
O3 2.04248 5.23385 -1.44836
C12 3.46914 5.50246 -1.49176
C13 -1.43021 3.28299 -1.01779
C14 -2.69217 4.11886 -1.42752
C15 -2.43591 4.75826 -3.00117
C16 -0.84359 4.64410 -3.52647
O4 -1.58462 5.99559 -3.06219
N1 -1.19604 1.92256 -1.55043
S1 -2.17796 1.11791 -2.68283
O5 -1.40090 0.58630 -3.87452
O6 -3.32439 1.85626 -3.26459
F1 -2.87852 -0.16457 -1.81853
H1 3.37075 -1.56657 -0.02465
H2 2.95290 -1.32440 -1.91717
H3 0.80698 -1.67662 0.45467
H4 -0.55762 -0.98489 -1.84087
H5 0.96690 -0.23430 -2.50276
H6 1.96096 1.19463 0.26982
H7 3.74162 3.03523 1.21020
H8 -1.51595 6.00939 0.27348
H9 -0.68084 5.30199 1.72993
H10 0.24486 7.48736 0.52713
H11 1.47034 6.30456 1.16601
H12 0.51153 6.67646 -1.91808
H13 2.03858 7.29595 -1.13350
H14 4.00428 4.48237 -1.43115
H15 3.81456 5.96557 -2.48467
H16 3.83870 6.09865 -0.58436
H17 -3.67017 3.51082 -1.50395
H18 -2.95668 5.00040 -0.76662
H19 -3.29501 4.59442 -3.81386
H20 -0.01915 4.76404 -2.73413
H21 -0.53626 5.17282 -4.48715
C17 1.95563 0.85545 6.15423
C18 1.26663 0.27515 4.89816
C19 0.21407 1.27208 4.37281
C20 -1.04442 1.31870 5.22719
C21 -1.63470 -0.07884 5.38127
C22 -0.62070 -1.11220 5.92080
N2 0.69242 -1.07115 5.20056
O7 0.52520 -1.71392 4.01442
C23 -0.40349 -0.87248 7.43481
C24 -1.28554 -2.51330 5.86647
C25 2.42358 0.21520 3.86522
H22 2.40097 1.83028 5.93245
H23 1.28765 1.02923 6.99329
H24 2.76151 0.20029 6.49848
H25 -0.07331 1.00290 3.34761
H26 0.64245 2.27688 4.31162
H27 -0.82766 1.75866 6.20501
H28 -1.78336 1.97480 4.75474
H29 -2.50643 -0.02825 6.04230
H30 -2.01265 -0.40455 4.40424
H31 0.48583 -1.40149 7.79476
H32 -1.24864 -1.24684 8.01990
H33 -0.31820 0.17918 7.70381
H34 -1.61093 -2.78684 4.85984
H35 -2.18169 -2.54215 6.49245
H36 -0.60321 -3.28733 6.23092
H37 3.18924 -0.50567 4.16830
H38 2.91042 1.19172 3.77501
H39 2.07788 -0.05108 2.86163
C26 -2.07569 -4.25553 -5.24443
C27 -0.57786 -4.34592 -4.87271
C28 0.00614 -5.68146 -5.37892
C29 -0.42947 -6.87775 -4.54575
C30 -0.09772 -6.65138 -3.07513
C31 -0.67514 -5.33182 -2.51629
N3 -0.39979 -4.15340 -3.39995
O8 0.89247 -3.78532 -3.19365
C32 -2.20045 -5.49138 -2.30446
C33 -0.12652 -5.13709 -1.07770
C34 0.05655 -3.20138 -5.70727
H40 -2.21096 -4.36941 -6.32418
H41 -2.69782 -5.02455 -4.79452
H42 -2.49206 -3.28264 -4.96514
H43 1.10224 -5.63454 -5.37035
H44 -0.28020 -5.84779 -6.42188
H45 -1.49886 -7.06775 -4.67748
H46 0.08574 -7.77662 -4.89961
H47 -0.46800 -7.50008 -2.49018
H48 0.99319 -6.65694 -2.96166
H49 -2.68348 -4.51808 -2.16145
H50 -2.41592 -6.08236 -1.40930
H51 -2.70254 -6.01549 -3.11583
H52 0.96555 -5.12180 -1.04141
H53 -0.43932 -5.95931 -0.42831
H54 -0.49989 -4.20719 -0.63613
H55 -0.29585 -2.22136 -5.36888
H56 -0.21271 -3.29920 -6.76301
H57 1.14885 -3.20726 -5.66675

Forces on the atoms, in the same order (eV/Å):
C -2.7 0.5 0.6
C 4.0 0.3 -1.1
C -0.1 -1.1 -0.7
C 2.1 1.3 2.5
C -3.1 2.5 -0.9
C -2.1 -2.0 -3.5
C -0.1 1.1 3.0
O 0.8 -1.1 -4.2
O -2.3 -1.2 0.0
C 0.8 -3.2 -0.9
C 0.0 0.1 1.0
C 0.1 0.5 -0.2
C 0.6 1.8 0.1
O 0.3 0.9 0.4
C 1.2 -1.1 0.0
C 1.5 1.7 2.5
C -0.5 0.1 -2.5
C 3.5 0.6 -0.6
C -1.5 5.0 1.5
O -2.8 -3.6 0.6
N 3.0 0.5 3.2
S -3.0 -2.1 -7.9
O -1.0 1.0 5.5
O 2.5 -0.9 3.6
F 2.0 2.8 -1.1
H -1.5 -0.5 -1.3
H -0.6 0.5 1.9
H 0.2 1.4 -1.2
H 0.8 1.3 0.3
H -1.0 -0.1 1.5
H -1.9 0.4 -0.9
H -0.4 0.6 -0.1
H 1.1 -1.2 0.0
H 0.1 0.1 -1.8
H 0.6 -1.7 -0.3
H -1.2 -0.1 -1.4
H 0.9 -0.7 1.3
H -1.3 -1.2 0.1
H -1.0 1.5 -0.1
H -0.8 -0.3 1.5
H -0.7 -0.7 -1.4
H 1.8 0.6 0.1
H 1.0 -1.3 -0.6
H 2.1 0.6 2.0
H -1.1 -1.6 -1.3
H -0.5 -2.3 0.5
C -0.1 0.1 0.3
C 1.5 1.4 0.5
C -0.3 -0.1 0.0
C -0.1 0.0 0.0
C 0.2 0.2 -0.3
C -1.0 -0.4 1.9
N -1.7 -0.6 -4.0
O 0.7 0.7 2.1
C 0.2 0.2 0.2
C 0.4 -0.1 -0.7
C -0.3 -0.6 -0.2
H -0.1 -0.2 -0.2
H 0.0 -0.1 0.0
H -0.1 0.0 -0.1
H 0.1 -0.2 0.0
H 0.2 -0.2 0.1
H 0.0 0.0 0.0
H 0.1 0.0 0.1
H 0.2 -0.2 0.1
H 0.2 -0.1 0.0
H -0.1 0.1 -0.1
H 0.0 0.0 -0.3
H 0.1 0.0 -0.1
H 0.2 0.1 0.0
H 0.2 0.3 0.0
H 0.0 0.1 -0.1
H -0.2 0.0 0.0
H -0.2 0.0 0.3
H -0.1 -0.2 0.2
C -0.3 -0.2 0.2
C -1.3 0.5 -1.8
C 0.2 -0.2 0.4
C 0.0 0.0 0.0
C 0.2 0.1 -0.4
C -1.4 -0.9 1.5
N 4.2 -0.6 -0.1
O -2.4 0.1 -0.1
C -0.3 0.0 -0.2
C 0.5 0.4 -0.4
C 0.5 0.0 0.6
H 0.2 0.1 0.1
H 0.1 0.0 0.1
H 0.1 -0.1 0.0
H -0.1 0.2 0.1
H -0.1 0.3 0.1
H 0.0 0.0 0.0
H -0.1 0.1 0.0
H -0.1 0.3 0.1
H -0.1 0.2 0.0
H 0.1 -0.1 -0.1
H 0.3 0.1 -0.1
H 0.0 0.1 -0.1
H -0.1 0.2 -0.2
H -0.2 0.0 -0.3
H 0.0 0.0 -0.1
H 0.0 -0.1 0.0
H -0.2 -0.2 0.2
H -0.2 0.0 0.2

=====

Q: Which formula does entry 2 have?
A: C34H57FN3O8S